Model A:
13
Properties=species:S:1:pos:R:3 method="wB97M-V/def2-TZVPD" homo_energy_ev="-14.278 / -14.278" lumo_ev="-7.409 / -7.411" total_charge=+1
C 0.6743 -1.7021 -0.7367
C 0.8478 -1.2165 0.6318
C -0.2181 -0.6462 -0.1650
N -0.2128 2.3302 0.0205
O -2.8087 0.3994 -0.0836
P -1.9555 -0.7323 -0.0248
H 1.3570 -1.1585 -1.4149
H 0.2792 -2.6494 -0.8437
H 0.8365 -1.8686 1.5606
H 1.5737 -0.5597 0.9895
H -0.9997 2.8475 -0.2861
H 0.5795 2.3285 -0.6083
H 0.0469 2.6276 0.9609

Model B:
13
Properties=species:S:1:pos:R:3 method="wB97M-V/def2-TZVPD" homo_energy_ev=-13.315 lumo_ev=-4.006 total_charge=+1
C -1.6901 0.9178 -0.4020
C -0.2005 -1.3655 0.4982
C 0.3356 0.0963 0.5616
N 1.3647 0.3226 -0.5454
O -0.4973 1.1494 0.2653
P -2.2085 -0.6606 -0.5378
H -2.2849 1.8815 -0.3999
H 0.2057 -1.9604 -0.2602
H -0.4760 -1.8299 1.4677
H 0.7489 0.3339 1.5825
H 0.9249 -0.0932 -1.3443
H 2.2659 -0.1856 -0.3176
H 1.5116 1.3937 -0.5680

Which structure is the least stable? The one labeled model A.

Model A:
71
Properties=species:S:1:pos:R:3 method="wB97M-V/def2-TZVPD" multiplicity=6 homo_energy_ev="-13.646 / -16.950" lumo_ev="-8.667 / -13.051" total_charge=+3
Ru 0.0160 0.3803 0.2190
P 0.7828 -0.7210 2.1625
P 1.3747 2.3425 0.8989
P -1.6986 -1.2147 -0.0575
H 2.4925 1.4242 -1.4930
C 1.6199 0.8077 -1.7251
C 0.3707 1.3404 -2.0639
H 0.1956 2.4214 -1.9741
C 2.2832 -1.7069 1.7036
C 1.3083 0.1927 3.6999
C -0.2466 -1.9600 3.0891
C 1.4561 3.8202 -0.2165
C 0.9475 3.3000 2.4246
C 3.1585 1.9136 1.1799
C -2.6179 -0.8660 -1.5945
C -3.0640 -1.3952 1.1479
C -1.1236 -2.9632 -0.1454
H 1.8051 -0.2427 -1.9905
H -0.2837 0.7694 -2.7450
H 2.5953 -2.3113 2.5682
H 3.1150 -1.0570 1.3964
H 2.0610 -2.3730 0.8574
H 1.7110 -0.5503 4.4087
H 0.4409 0.6780 4.1734
H 2.0774 0.9536 3.5247
H 0.3866 -2.3917 3.8823
H -0.6261 -2.7763 2.4623
H -1.0971 -1.4520 3.5667
H 2.1244 4.5885 0.2064
H 0.4402 4.2350 -0.2673
H 1.7952 3.5766 -1.2283
H 1.7771 3.9904 2.6486
H 0.7716 2.6548 3.2938
H 0.0508 3.9054 2.2328
H 3.7323 2.8548 1.2055
H 3.5046 1.2773 0.3548
H 3.3198 1.3706 2.1213
H -3.3644 -1.6531 -1.7907
H -1.9299 -0.7853 -2.4506
H -3.1077 0.1014 -1.4236
H -3.7002 -2.2350 0.8208
H -3.6464 -0.4670 1.1287
H -2.6948 -1.5917 2.1635
H -1.3851 -3.4236 -1.1102
H -1.5879 -3.5297 0.6773
H -0.0304 -3.0073 -0.0141
C 0.8791 -2.5578 -4.3064
C 1.7203 -3.7057 -4.3812
C 2.1965 -4.1438 -5.6042
C 1.8737 -3.4109 -6.7641
C 1.1354 -2.2106 -6.7002
C 0.6482 -1.7800 -5.4747
S 0.2574 -2.0700 -2.8483
H 1.0053 -0.7913 -0.1108
H 1.9575 -4.2022 -3.4460
H 2.8221 -5.0417 -5.6340
H 2.2399 -3.7575 -7.7276
H 0.9428 -1.5943 -7.5855
H 0.0955 -0.8569 -5.3236
C -3.5048 2.4798 3.8481
N -2.8160 2.2920 2.5802
C -3.0757 2.9529 1.3824
C -2.2117 2.4695 0.4440
N -1.4702 1.4884 1.0688
C -1.8371 1.4065 2.3518
H -3.3623 3.5109 4.1956
H -4.5776 2.3075 3.6951
H -3.1205 1.7764 4.5977
H -3.7983 3.7422 1.3155
H -2.0626 2.7576 -0.5939
H -1.4469 0.7144 3.0929

Model B:
71
Properties=species:S:1:pos:R:3 method="wB97M-V/def2-TZVPD" multiplicity=6 homo_energy_ev="-14.642 / -16.452" lumo_ev="-8.462 / -12.920" total_charge=+3
Ru -0.6198 -0.7090 -0.1452
P -0.6373 -2.8334 -0.9593
P 1.4840 0.6496 -1.3369
P -2.2582 -1.0075 1.3254
H -0.8283 3.6687 -3.3773
C -1.7230 3.3618 -2.8301
C -2.0348 3.8527 -1.6277
H -1.3486 4.2316 -0.8854
C -1.7344 -2.7443 -2.4259
C 1.0903 -3.1434 -1.5241
C -1.1715 -4.2801 0.0841
C 1.5697 2.4392 -1.0135
C 3.1829 0.1046 -0.8516
C 1.5119 0.4985 -3.1750
C -2.8188 0.6030 1.9937
C -1.7825 -1.9974 2.8130
C -3.7984 -1.8781 0.8073
H -2.2461 2.4631 -3.1815
H -3.1011 4.0023 -1.4043
H -1.6996 -3.6388 -3.0551
H -1.3926 -1.8831 -3.0092
H -2.7654 -2.5585 -2.1078
H 1.2387 -4.1156 -2.0084
H 1.7429 -3.0534 -0.6436
H 1.3579 -2.3484 -2.2371
H -1.1664 -5.2415 -0.4592
H -2.1935 -4.0726 0.4453
H -0.4815 -4.3545 0.9438
H 2.4688 2.8645 -1.4633
H 1.6147 2.5973 0.0631
H 0.6888 2.9383 -1.4110
H 3.9501 0.5191 -1.5126
H 3.2221 -0.9923 -0.8608
H 3.3683 0.4442 0.1722
H 2.4844 0.8183 -3.5918
H 0.7033 1.1085 -3.6082
H 1.3363 -0.5529 -3.4600
H -3.2624 0.4657 2.9842
H -3.5664 1.0466 1.3192
H -1.9779 1.2978 2.0705
H -2.6673 -2.5146 3.2134
H -1.3660 -1.3407 3.5899
H -1.0290 -2.7487 2.5389
H -4.6329 -1.1703 0.7943
H -4.0237 -2.7150 1.4790
H -3.6844 -2.2816 -0.2054
C -5.3309 1.5919 -1.5016
C -6.2520 0.9620 -2.3929
C -7.3321 1.7006 -2.8592
C -7.5015 3.0465 -2.4727
C -6.5885 3.6604 -1.5932
C -5.5184 2.9403 -1.0825
S -3.9528 0.7997 -1.0349
H 0.9340 -0.9506 -0.5672
H -6.0740 -0.0756 -2.6754
H -8.0291 1.2424 -3.5555
H -8.3638 3.6090 -2.8484
H -6.6969 4.7148 -1.3272
H -4.8168 3.3906 -0.3747
C 3.1112 -1.2335 3.8901
N 2.1319 -0.5524 3.0480
C 1.7300 0.7715 3.1165
C 0.7314 0.9635 2.1987
N 0.5432 -0.2615 1.5540
C 1.3870 -1.1542 2.0944
H 4.1073 -0.7882 3.8019
H 2.8141 -1.1894 4.9439
H 3.1491 -2.2760 3.5682
H 2.1876 1.4723 3.7922
H 0.1759 1.8545 1.9395
H 1.5256 -2.1833 1.7894

Which structure is the least stable? The one labeled model B.